--- a ---
A cluster of 2 separate species, C4H11N3O2 in total, computed with ωB97M-V with the def2-TZVPD basis set.

SMILES = [H]/N=C(\N)NC.CC(=O)O
HOMO = -9.30 eV

Each line ends with the Löwdin charge.
Geometry (Å):
H  0.9496  2.1108  -1.5473  0.06
N  0.4354  1.2922  -1.2586  0.11
C  -0.8333  1.3342  -1.1958  -0.55
N  -1.6576  2.4032  -1.4640  0.13
N  -1.5508  0.1525  -1.0840  -0.03
C  -0.8658  -1.1140  -0.9832  -0.10
H  -2.5931  2.2103  -1.7724  0.09
H  -1.3019  3.2936  -1.7563  0.09
H  -2.4895  0.1737  -0.7260  0.12
H  -0.0781  -1.1844  -1.7224  0.09
H  -1.6016  -1.9076  -1.1593  0.08
H  -0.5850  -1.3737  0.0450  0.07
C  1.5006  -1.7154  2.3755  0.00
C  1.4718  -0.3252  1.7953  -0.58
O  1.2514  0.6823  2.4124  0.09
O  2.0767  -0.2606  0.5629  0.03
H  0.9786  -1.6464  3.3291  0.08
H  2.4659  -2.1995  2.4264  0.09
H  0.8582  -2.3015  1.7106  0.07
H  1.5686  0.3757  0.0122  0.05

---

--- b ---
A cluster of 2 separate species, C4H11N3O2 in total, computed with ωB97M-V with the def2-TZVPD basis set.

SMILES = [H]/N=C(/N)NC.CC(=O)O
HOMO = -8.63 eV

Each line ends with the Löwdin charge.
Geometry (Å):
H  0.1187  0.7752  -1.7290  0.06
N  -0.0822  0.5083  -0.7325  0.09
C  0.1432  1.3960  0.1918  -0.56
N  -0.3869  1.0257  1.4211  0.12
N  0.7240  2.6644  0.1407  -0.02
C  1.8781  2.6830  -0.8251  -0.08
H  -0.3469  1.5868  2.2434  0.08
H  -0.7331  0.1129  1.6679  0.06
H  0.9763  2.9154  1.1041  0.12
H  2.0984  3.7458  -1.0671  0.08
H  1.5173  2.1170  -1.6980  0.06
H  2.7589  2.2001  -0.4226  0.07
C  -0.5727  -3.4982  0.0020  0.01
C  -1.4136  -2.2922  0.1530  -0.59
O  -1.8035  -1.7659  1.1805  0.05
O  -1.7396  -1.7067  -1.0081  0.07
H  0.0139  -3.4383  -0.9181  0.09
H  -1.0640  -4.4610  0.1811  0.10
H  0.1701  -3.6196  0.7940  0.09
H  -2.2563  -0.9485  -0.6791  0.12

---

--- c ---
A cluster of 2 separate species, C4H11N3O2 in total, computed with ωB97M-V with the def2-TZVPD basis set.

SMILES = CN=C(N)N.CC(=O)O
HOMO = -8.75 eV

Each line ends with the Löwdin charge.
Geometry (Å):
C  -0.8223  -1.5403  2.1273  -0.16
N  -0.5165  -1.2261  0.7564  0.00
C  0.5430  -1.6442  0.2190  -0.54
N  1.5072  -2.5255  0.6809  0.13
N  0.8621  -1.2802  -1.0886  0.13
H  -0.0069  -1.7388  2.8270  0.06
H  -1.4892  -2.4078  2.2255  0.07
H  -1.3108  -0.7074  2.6343  0.07
H  2.4048  -2.5454  0.2434  0.09
H  1.2972  -3.1104  1.4615  0.08
H  1.4886  -1.8248  -1.6511  0.08
H  0.2977  -0.6433  -1.6198  0.05
C  -0.3640  3.6498  -1.2303  0.02
C  -0.6251  2.1352  -1.5200  -0.48
O  -0.3147  1.3241  -2.3304  0.09
O  -1.0163  1.6954  -0.2209  0.00
H  0.4049  3.6350  -0.4636  0.09
H  -1.2628  3.9952  -0.7288  0.08
H  -0.0802  4.0373  -2.2120  0.08
H  -0.9967  0.7224  -0.1097  0.06

---

--- d ---
A cluster of 2 separate species, C4H11N3O2 in total, computed with ωB97M-V with the def2-TZVPD basis set.

SMILES = [H]/N=C(\N)NC.CC(=O)O
HOMO = -8.75 eV

Each line ends with the Löwdin charge.
Geometry (Å):
H  -0.7650  1.4355  -3.4813  -0.03
N  -0.3467  1.0513  -2.7344  0.12
C  -0.3812  -0.2204  -2.4962  -0.54
N  -1.0891  -1.2724  -3.1560  0.11
N  0.3983  -0.7093  -1.4432  -0.02
C  1.8421  -0.1804  -1.4033  -0.07
H  -1.3826  -2.0473  -2.5988  0.07
H  -1.6529  -1.0149  -3.9470  0.08
H  0.1556  -1.5355  -1.0024  0.08
H  2.2161  0.3785  -2.3432  0.11
H  2.4393  -0.9669  -1.1248  0.02
H  1.9826  0.3288  -0.3952  0.08
C  -0.1590  0.9303  4.1836  0.03
C  -0.3523  0.0436  2.8235  -0.39
O  -0.2674  -1.2150  2.6416  0.02
O  -1.0256  0.9291  1.9919  0.09
H  -0.0986  0.2670  4.9476  0.02
H  -1.0027  1.6807  4.2657  0.10
H  0.7526  1.5581  4.0437  0.09
H  -1.2635  0.5594  1.2282  0.03

---

The structure with the greatest stability is a.

---

--- a ---
An isolated molecule of C4H11N3O2, computed with ωB97M-V with the def2-TZVPD basis set.

HOMO (alpha / beta) = -8.49 / -8.48 eV

Each line ends with the Löwdin charge.
Geometry (Å):
C  -0.5179  1.2403  1.2018  -0.04
C  -0.9493  0.7052  -1.2334  -0.06
C  -0.5304  0.1685  0.1239  -0.48
O  -2.1715  -1.5001  -0.1264  0.06
N  -1.1705  -1.0164  0.5827  0.11
H  -2.1397  -1.1533  -1.0413  0.11
H  0.2983  1.9371  0.9949  0.09
H  -0.3790  0.8070  2.1906  0.08
H  -1.4538  1.8050  1.2105  0.08
H  -1.9720  1.0962  -1.2218  0.09
H  -0.8606  -0.0489  -2.0201  0.08
H  -0.2837  1.5239  -1.5010  0.09
C  0.9590  -0.7392  -0.0102  -0.72
N  1.8263  -0.1200  -0.9516  0.13
N  1.6284  -0.8096  1.2558  0.11
O  0.3815  -1.8899  -0.3908  -0.07
H  2.8012  -0.2833  -0.7356  0.09
H  1.8113  0.0929  1.6754  0.07
H  1.6071  -0.4107  -1.8951  0.09
H  1.1155  -1.4047  1.8919  0.09

---

--- b ---
A cluster of 2 separate species, C4H11N3O2 in total, computed with ωB97M-V with the def2-TZVPD basis set.

SMILES = CN=C(N)N.CC(=O)O
HOMO = -9.41 eV

Each line ends with the Löwdin charge.
Geometry (Å):
C  -0.6569  -0.2475  1.9814  -0.14
N  0.2654  0.7843  1.5936  0.00
C  0.1437  1.7346  0.7866  -0.53
N  -0.8596  1.8743  -0.2601  0.10
N  0.9125  2.8947  1.0298  0.10
H  -1.2375  0.1574  2.8221  0.08
H  -0.1067  -1.1194  2.3425  0.07
H  -1.3873  -0.6021  1.2305  0.06
H  -1.6890  2.2070  0.2180  0.09
H  -0.5511  2.5384  -0.9569  0.07
H  1.7765  2.6443  1.4965  0.09
H  1.1096  3.3151  0.1189  0.08
C  -0.2214  -2.6396  -1.4456  0.00
C  0.9880  -1.8214  -1.9065  -0.55
O  2.1222  -2.2049  -1.9728  0.12
O  0.6508  -0.5225  -1.9805  0.06
H  0.1451  -3.6019  -1.0600  0.09
H  -0.8593  -2.9624  -2.2562  0.08
H  -0.8535  -2.1808  -0.6619  0.07
H  0.3087  -0.2476  -1.1192  0.07

---

--- c ---
A cluster of 2 separate species, C4H11N3O2 in total, computed with ωB97M-V with the def2-TZVPD basis set.

SMILES = CN=C(N)N.CC(=O)O
HOMO = -8.72 eV

Each line ends with the Löwdin charge.
Geometry (Å):
C  2.8655  0.6438  0.4795  -0.16
N  1.4936  0.8957  0.1168  0.00
C  1.2137  1.6354  -0.8817  -0.55
N  -0.1265  1.8750  -1.1120  0.11
N  2.0497  2.2804  -1.8005  0.11
H  3.6415  1.0139  -0.2331  0.06
H  3.0253  -0.4334  0.3855  0.07
H  3.2303  1.0288  1.4351  0.07
H  -0.8250  1.3525  -0.6100  0.07
H  -0.4610  2.0242  -2.0577  0.09
H  3.0581  2.2754  -1.7951  0.07
H  1.7686  3.2499  -1.8496  0.09
C  -2.4174  -3.1218  0.7622  0.00
C  -1.9338  -1.7259  0.7343  -0.59
O  -2.2610  -0.9102  -0.0929  0.08
O  -1.1014  -1.4285  1.7404  0.10
H  -2.7846  -3.2698  1.7848  0.09
H  -1.8552  -3.9865  0.4333  0.09
H  -3.3285  -3.1308  0.1419  0.09
H  -0.5305  -0.6668  1.5476  0.11

---

--- d ---
A cluster of 2 separate species, C4H11N3O2 in total, computed with ωB97M-V with the def2-TZVPD basis set.

SMILES = CN=C(N)N.CC(=O)O
HOMO = -9.10 eV

Each line ends with the Löwdin charge.
Geometry (Å):
C  -1.9528  -1.3539  -0.3627  -0.16
N  -1.2485  -0.1225  -0.0305  -0.02
C  -1.4846  0.9033  -0.7444  -0.51
N  -2.5254  1.0947  -1.6614  0.08
N  -0.5888  2.0620  -0.5809  0.06
H  -2.0891  -1.8346  0.6771  0.09
H  -1.4624  -1.9838  -1.1798  0.09
H  -2.9697  -1.2657  -0.8571  0.06
H  -3.4789  1.1005  -1.2410  0.10
H  -2.6138  1.6696  -2.5310  0.11
H  0.3241  1.8908  -0.0726  0.05
H  -1.1222  2.8280  -0.0332  0.11
C  3.5800  -0.7244  1.3766  0.02
C  2.2446  -0.1999  0.8607  -0.59
O  2.0547  0.8951  0.4385  0.09
O  1.3409  -1.1457  0.7487  0.09
H  4.1523  0.0054  1.9718  0.09
H  4.1042  -1.0948  0.5344  0.07
H  3.3511  -1.6619  1.9330  0.09
H  0.3843  -1.0621  0.7539  0.07

---

The structure with the greatest stability is c.

---

--- a ---
An isolated molecule of C6H9NS, computed with ωB97M-V with the def2-TZVPD basis set.

SMILES = C=C1CN[C@@H]2C[C@@]12S
HOMO = -8.52 eV

Each line ends with the Löwdin charge.
Geometry (Å):
C  -1.6058  -1.4282  0.5284  0.04
C  -0.6888  -0.5843  0.0716  -0.35
C  -1.0245  0.4009  -1.1082  -0.19
N  -0.1742  1.6299  -1.0007  0.00
C  0.4082  1.2820  0.3725  -0.26
C  1.5162  0.7625  1.2596  -0.06
C  0.7114  -0.2381  0.3805  -0.61
S  1.9449  -0.8980  -0.8467  0.74
H  -1.4877  -2.2420  1.3211  0.08
H  -2.5491  -1.6337  -0.0090  0.07
H  -0.9186  -0.2701  -1.9861  0.12
H  -2.0412  0.6246  -1.1035  0.08
H  0.5804  1.5038  -1.7398  0.10
H  -0.4449  1.5504  0.9448  0.13
H  1.3421  0.7911  2.2917  0.08
H  2.6114  0.9258  0.9201  0.12
H  1.8201  -2.1765  -0.2963  -0.09

---

--- b ---
An isolated molecule of C6H9NS, computed with ωB97M-V with the def2-TZVPD basis set.

SMILES = C#C[C@@H](N)[C@H]1CCS1
HOMO = -8.63 eV

Each line ends with the Löwdin charge.
Geometry (Å):
C  1.2728  2.2674  -0.4258  0.09
C  1.1884  1.1005  -0.6346  -0.11
C  0.9126  -0.3956  -0.9171  -0.42
N  2.0061  -1.0167  -0.1419  -0.05
C  -0.6232  -0.8687  -0.6106  -0.50
C  -0.9363  -0.4485  0.9333  -0.28
C  -1.8236  0.7552  0.5945  -0.42
S  -2.0518  0.1446  -1.1928  0.80
H  1.5430  3.1800  0.1029  0.04
H  1.1752  -0.6132  -1.9616  0.12
H  1.7533  -1.2738  0.9058  0.10
H  2.3268  -2.0497  -0.7829  0.19
H  -0.8272  -1.9738  -0.6184  0.10
H  -1.6098  -1.1872  1.3427  0.08
H  -0.1504  -0.1072  1.6950  0.12
H  -2.8683  0.7994  1.1201  0.10
H  -1.2875  1.6872  0.5914  0.03

---

--- c ---
An isolated molecule of C6H9NS, computed with ωB97M-V with the def2-TZVPD basis set.

SMILES = Cc1cc(S)[nH]c1C
HOMO = -8.07 eV

Each line ends with the Löwdin charge.
Geometry (Å):
C  2.6637  -1.0942  0.0508  -0.07
C  1.2316  -0.6988  -0.0585  -0.25
C  -0.0684  -1.3239  0.0033  -0.04
C  -1.0138  -0.3668  0.1559  -0.76
S  -2.6757  -0.0650  -0.0956  0.71
N  -0.3778  0.9196  0.0780  -0.01
C  0.9275  0.5605  -0.1437  -0.42
C  1.9197  1.6624  -0.0098  -0.05
H  3.3050  -1.6081  -0.9393  0.15
H  3.2164  -0.2124  0.4647  0.04
H  2.8922  -2.0308  0.6413  0.07
H  -0.5322  -2.2927  -0.0426  0.10
H  -2.9226  0.7043  1.2529  0.00
H  -1.0453  1.8079  -0.4488  0.24
H  1.6630  2.2061  -0.9996  0.11
H  1.8980  2.3704  0.9239  0.11
H  3.0191  1.2225  0.1430  0.08

---

The structure with the greatest stability is c.

---

--- a ---
An isolated molecule of C6H9NS, computed with ωB97M-V with the def2-TZVPD basis set.

SMILES = C1C[C@@]2(CN2)[C@@H]2S[C@@H]12
HOMO = -9.05 eV

Each line ends with the Löwdin charge.
Geometry (Å):
C  0.9546  1.5558  0.1379  -0.21
C  -0.4592  1.1392  -0.0325  -0.14
C  -0.4461  -0.5182  0.0305  -0.41
C  -1.7293  -1.1684  -0.5503  -0.05
N  -1.2857  -1.2722  0.9894  0.04
C  1.0150  -0.7524  -0.5319  -0.44
S  2.7222  -1.1357  0.0379  0.92
C  1.6449  0.1523  0.4469  -0.65
H  1.4749  2.1712  -0.7208  0.14
H  1.0731  2.1953  1.0320  0.10
H  -0.6392  1.4583  -1.1043  0.12
H  -1.2954  1.7455  0.5799  0.16
H  -2.8054  -0.7857  -0.5066  0.11
H  -1.5727  -2.1993  -1.0587  0.11
H  -0.8498  -2.0353  1.3947  0.05
H  1.0736  -0.4494  -1.5042  0.06
H  1.1247  -0.1012  1.3601  0.09

---

--- b ---
An isolated molecule of C6H9NS, computed with ωB97M-V with the def2-TZVPD basis set.

SMILES = C#C[C@H](N)C[C@H]1CS1
HOMO = -8.77 eV

Each line ends with the Löwdin charge.
Geometry (Å):
C  2.0423  1.4430  -0.7440  0.11
C  1.5966  0.4457  -0.2245  -0.10
C  0.9763  -0.8318  0.1579  -0.43
N  0.7242  -1.7654  -0.9470  0.02
C  -0.1724  -0.6090  1.1636  -0.15
C  -1.4812  0.0730  0.6908  -0.58
C  -1.5880  1.2504  -0.1754  -0.43
S  -2.0984  -0.2979  -0.9634  0.84
H  2.5374  2.3500  -0.9995  0.02
H  1.7462  -1.3157  0.7310  0.12
H  -0.0946  -1.3801  -1.4439  -0.02
H  1.4627  -1.7713  -1.6962  0.10
H  -0.3833  -1.5390  1.6553  0.11
H  0.1761  0.0879  1.9076  0.11
H  -2.2843  -0.0437  1.4196  0.10
H  -0.7512  1.8954  -0.5791  0.08
H  -2.4083  2.0086  0.0472  0.09

---

The structure with the greatest stability is b.

---

--- a ---
A cluster of 2 separate species, C6H9NS in total, computed with ωB97M-V with the def2-TZVPD basis set.

HOMO = -8.48 eV

Each line ends with the Löwdin charge.
Geometry (Å):
C  -1.1948  -1.3590  1.3232  -0.12
C  -1.1952  -0.7762  0.0052  -0.48
C  -1.7504  -1.4783  -1.0143  0.04
C  -0.9469  1.5571  -0.4117  -0.21
C  -0.5766  2.5741  0.3623  0.00
C  1.0844  0.4834  -0.1550  -0.63
H  -2.4702  -1.7378  1.3915  0.16
H  -0.9158  -0.2476  2.2038  0.19
H  -0.2192  -2.2181  1.3056  0.15
H  -2.1418  -2.5870  -0.8227  0.12
H  -1.6335  -1.1933  -2.0840  0.07
H  -1.8671  1.7008  -1.0103  0.14
H  -0.9860  3.6212  0.2565  0.07
H  0.3577  2.5806  1.0708  0.11
H  1.1966  1.5090  -0.2456  0.01
N  -0.2872  0.3727  -0.2214  -0.14
S  2.3854  -0.6277  -0.0734  0.52

---

--- b ---
An isolated molecule of C6H9NS, computed with ωB97M-V with the def2-TZVPD basis set.

SMILES = C=C[C@@]12CNC[C@@H]1S2
HOMO = -8.83 eV

Each line ends with the Löwdin charge.
Geometry (Å):
C  -1.5864  1.9746  0.5920  0.02
C  -1.1278  1.3647  -0.4981  -0.17
C  -0.3523  0.0982  -0.5013  -0.68
C  1.1365  0.1360  -0.8746  -0.20
N  1.7407  -1.0938  -0.3776  -0.07
C  0.9519  -1.4710  0.7957  -0.23
C  -0.4614  -0.9394  0.5525  -0.49
S  -1.2033  -1.4247  -1.0282  0.90
H  -1.4068  1.5661  1.5866  0.06
H  -2.1041  2.9108  0.5283  0.05
H  -1.2949  1.8420  -1.5083  0.13
H  1.5811  0.9767  -0.3425  0.12
H  1.3085  0.2629  -1.9277  0.12
H  1.5988  -1.8340  -1.0765  0.10
H  1.3409  -0.9638  1.6917  0.12
H  1.0073  -2.5424  0.9912  0.11
H  -1.1286  -0.8629  1.3969  0.11

---

The structure with the greatest stability is b.

---

--- a ---
An isolated molecule of C4H4N2O, computed with ωB97M-V with the def2-TZVPD basis set.

SMILES = N#C/C=C(/N)C=O
HOMO = -10.17 eV

Each line ends with the Löwdin charge.
Geometry (Å):
N  1.8308  2.4894  1.0291  0.18
C  1.1885  1.5277  0.9457  -0.27
C  0.4870  0.3804  1.1178  -0.06
C  -0.0651  -0.3220  0.1206  -0.21
N  -1.4620  -0.9072  -0.1009  0.10
C  0.2709  -0.2273  -1.3258  -0.14
O  1.2690  0.4560  -1.8455  0.00
H  -0.2173  0.5485  1.9675  0.14
H  -1.1175  -1.9497  -0.4638  0.17
H  -1.9838  -1.1239  0.5979  -0.02
H  -0.2005  -0.8719  -2.0426  0.10

---

--- b ---
An isolated molecule of C4H4N2O, computed with ωB97M-V with the def2-TZVPD basis set.

SMILES = N#CCOCC#N
HOMO = -11.92 eV

Each line ends with the Löwdin charge.
Geometry (Å):
N  2.5970  0.5662  0.6003  0.17
C  1.7600  0.0503  -0.0069  -0.18
C  0.7389  -0.6249  -0.8365  -0.19
O  -0.3835  -1.0660  -0.1127  -0.12
C  -1.3709  -0.0838  0.0760  -0.20
C  -1.0238  0.9227  1.1035  -0.18
N  -0.7814  1.7203  1.9039  0.17
H  1.2017  -1.5104  -1.2824  0.14
H  0.4371  0.0618  -1.6412  0.13
H  -1.5780  0.4425  -0.8683  0.13
H  -2.2796  -0.6024  0.3947  0.14

---

--- c ---
An isolated molecule of C4H4N2O, computed with ωB97M-V with the def2-TZVPD basis set.

SMILES = [H]/N=c1/cncco1
HOMO = -9.75 eV

Each line ends with the Löwdin charge.
Geometry (Å):
H  3.0255  0.9065  0.0252  0.06
N  2.4332  0.0777  0.0360  0.14
C  1.1550  0.2175  0.0165  -0.48
C  0.4482  -1.1352  0.0350  -0.11
N  -0.8009  -1.4157  0.0094  0.07
C  -1.8922  -0.2770  -0.0417  -0.06
C  -1.4391  0.9726  -0.0336  0.11
O  0.3086  1.2568  -0.0144  -0.04
H  1.2562  -1.8865  0.0745  0.11
H  -2.8793  -0.7867  -0.0730  0.11
H  -1.6252  2.0348  -0.0301  0.10

---

--- d ---
An isolated molecule of C4H4N2O, computed with ωB97M-V with the def2-TZVPD basis set.

SMILES = C1=NN=C[C@H]2O[C@@H]12
HOMO = -9.76 eV

Each line ends with the Löwdin charge.
Geometry (Å):
C  -0.3522  -0.6556  -1.1357  -0.16
N  0.7876  -0.1548  -1.3781  0.02
N  1.7229  0.4803  -0.4205  0.05
C  1.0706  0.6188  0.8190  -0.02
C  -0.3255  0.0068  1.1208  -0.23
O  -1.5610  0.5841  0.6146  0.03
C  -1.1307  -0.6988  0.0855  -0.22
H  -0.6944  -1.3650  -1.8527  0.10
H  1.8357  1.0013  1.6679  0.14
H  -0.3903  -0.4509  2.0245  0.10
H  -1.4097  -1.7632  0.4966  0.19

---

The structure with the greatest stability is b.